{
  "formula": "C7H12BrN6O5Re",
  "method": "ωB97M-V with the def2-TZVPD basis set",
  "species": ["Re", "O", "C", "C", "N", "C", "C", "O", "O", "C", "C", "O", "O", "H", "H", "H", "H", "H", "H", "H", "H", "H", "N", "N", "N", "C", "N", "N", "H", "H", "H", "Br"],
  "positions_angstrom": [[1.12498, -0.84306, -0.60098], [0.58364, 1.58915, -1.59482], [0.00821, 2.53584, -0.71827], [0.67930, 2.54660, 0.66172], [0.68792, 1.22791, 1.29874], [1.85556, 0.99418, 2.10127], [3.08435, 0.64421, 1.17168], [4.17534, 1.06075, 1.41870], [2.71839, -0.09689, 0.19018], [-0.54047, 0.80586, 1.91571], [-0.78277, -0.74465, 1.77395], [-1.67520, -1.27037, 2.37403], [0.05374, -1.30120, 0.97855], [1.44783, 1.90491, -1.89802], [-1.04804, 2.26783, -0.63764], [0.07151, 3.54166, -1.14486], [0.15496, 3.26344, 1.30556], [1.71508, 2.88197, 0.55312], [1.70411, 0.13121, 2.75624], [2.15813, 1.85811, 2.70289], [-1.39612, 1.28173, 1.43830], [-0.57619, 1.01262, 2.99130], [-2.70222, -4.22675, -1.74567], [-2.10179, -3.04709, -1.75018], [-2.71054, -1.94845, -2.12483], [-1.80215, -1.01950, -1.91641], [-0.67776, -1.56110, -1.43083], [-0.89240, -2.86062, -1.33480], [-3.52582, -4.29255, -2.32432], [-2.09946, -5.03128, -1.65325], [-1.92519, 0.02374, -2.11869], [2.23308, -1.32820, -2.63838]],
  "atomic_forces_ev_per_a": [[-0.8266, 1.8995, 1.1089], [0.4710, -0.6911, -0.1180], [-0.1516, 0.4254, 0.7136], [-0.2664, 0.0446, -0.2118], [-0.2125, -0.5640, -1.2119], [1.3514, -0.3623, -0.1900], [-0.7027, 1.8089, 2.5085], [0.1893, -0.2049, -0.4242], [0.1389, -1.8921, -1.3950], [-0.5709, -0.8810, 0.2994], [-1.4523, 2.7172, 1.8329], [0.3360, -0.2569, -0.4201], [2.5231, -1.7598, -2.0402], [-0.1144, -0.0082, -0.0258], [0.0667, 0.0388, 0.0086], [-0.0627, -0.1095, 0.0221], [0.1148, 0.0750, -0.0883], [-0.0729, -0.0418, 0.0387], [-0.0717, 0.1253, -0.0109], [-0.1598, -0.0926, -0.0250], [-0.0233, 0.0992, 0.0430], [-0.0349, 0.1447, -0.1380], [-0.6934, -1.1557, 0.3700], [1.1966, 1.4207, 0.0132], [-0.8211, 0.2565, -0.3257], [0.3266, -0.0921, 0.0907], [-0.4517, -0.2795, -0.4839], [0.1712, -1.1175, 0.0912], [0.1461, 0.1780, -0.0910], [0.1120, 0.2177, -0.0967], [-0.1188, 0.2049, -0.0910], [-0.3359, -0.1474, 0.2466]],
  "spin_multiplicity": 2,
  "charge": 1,
  "energy_ev": -98794.5969
}

{
  "formula": "C7H12Cl2FNO4P",
  "method": "ωB97M-V with the def2-TZVPD basis set",
  "species": ["C", "C", "O", "O", "C", "P", "C", "O", "N", "C", "O", "F", "H", "H", "H", "H", "H", "H", "H", "H", "Cl", "C", "C", "Cl", "H", "H", "H", "H"],
  "positions_angstrom": [[2.43150, -1.35628, -1.50480], [1.20633, -0.58352, -1.17884], [0.11280, -1.08838, -1.10474], [1.34506, 0.75137, -0.94483], [0.31547, 1.45223, -1.56288], [-1.30347, 1.32822, -0.65480], [-2.35714, 0.09022, -1.62441], [-2.00022, -0.18608, -2.71978], [-3.48427, -0.40160, -0.91940], [-4.56335, -0.87260, -1.70883], [-5.36858, -1.64994, -1.27652], [-4.65484, -0.33858, -2.89555], [2.18204, -2.08222, -2.25415], [2.69128, -1.90951, -0.61930], [3.24478, -0.71830, -1.80371], [0.59127, 2.49575, -1.55128], [0.15893, 1.15357, -2.59004], [-1.06703, 0.77778, 0.63840], [-1.91421, 2.58671, -0.57854], [-3.19675, -1.18240, -0.33763], [0.55084, 1.07403, 2.07359], [1.24857, 0.41925, 3.59493], [2.70651, 0.08187, 3.44723], [2.95549, -1.31473, 2.37324], [0.66075, -0.44875, 3.87806], [1.11905, 1.18821, 4.35331], [3.11390, -0.18514, 4.42000], [3.27527, 0.91885, 3.05128]],
  "atomic_forces_ev_per_a": [[-0.0837, 0.5800, 0.3541], [-0.2353, -1.1289, 0.3249], [-0.2164, 0.4149, 0.0374], [0.5893, -0.2262, -0.6544], [-0.5896, 1.0314, 0.6424], [0.5146, -1.2112, -0.1716], [0.1384, 0.0928, -0.0728], [-0.2708, 0.3656, -0.0423], [0.5034, -0.0832, -1.2911], [-1.9432, -1.8065, 1.4620], [1.3186, 1.0954, -0.6967], [0.2355, 0.5451, -0.2846], [-0.1248, -0.2635, -0.4569], [0.3060, -0.2194, 0.4560], [0.3059, 0.1202, -0.0838], [0.1202, 0.3602, 0.0287], [-0.2640, -0.2153, -0.2906], [-0.3223, 0.4584, -0.4807], [-0.1112, -0.1129, 0.0573], [-0.1296, 0.1748, 0.7245], [0.2831, -0.0093, 0.4053], [0.0009, -0.0090, 0.3850], [0.0645, 0.0632, -0.0528], [0.0027, -0.0346, -0.0929], [-0.0358, -0.0290, -0.1251], [0.0025, 0.0794, -0.0715], [-0.0531, -0.0270, 0.0324], [-0.0059, -0.0055, -0.0422]],
  "charge": 1,
  "energy_ev": -54177.2591
}

{
  "formula": "C7H12Cl2IO2P",
  "method": "ωB97M-V with the def2-TZVPD basis set",
  "species": ["C", "C", "P", "O", "C", "C", "O", "I", "C", "Cl", "C", "C", "Cl", "H", "H", "H", "H", "H", "H", "H", "H", "H", "H", "H", "H"],
  "positions_angstrom": [[-2.78495, 0.96142, 0.25568], [-1.66843, 1.00449, -0.79469], [-0.27497, -0.16408, -0.44731], [-1.18450, -1.50709, -1.08131], [-0.23154, -1.17933, 1.12057], [0.05577, -2.64302, 0.87909], [-0.76885, -3.50503, 1.01703], [2.06548, -3.25284, 0.35615], [0.81510, 1.19548, 0.35391], [-0.01462, 2.32420, 1.38824], [2.12714, 1.30880, 0.21942], [3.00634, 0.43002, -0.59089], [3.01434, 2.55160, 1.05369], [-3.63249, 0.43738, -0.15017], [-2.51239, 0.46967, 1.17104], [-3.11697, 1.96364, 0.45078], [-2.07996, 0.64936, -1.72061], [-1.30488, 1.99863, -0.98532], [0.64283, -0.32409, -1.48937], [-1.17824, -1.48850, -2.03850], [-1.21423, -1.18500, 1.55739], [0.44844, -0.73903, 1.83087], [3.25673, -0.45845, -0.03999], [2.60234, 0.19866, -1.55919], [3.93248, 0.95310, -0.75652]],
  "atomic_forces_ev_per_a": [[-0.0111, 0.0226, -0.5947], [0.2811, -0.6051, 0.1127], [-0.8078, 0.0208, 0.1887], [0.2927, 0.1524, 0.1261], [0.5145, -0.0739, -0.3972], [-1.7261, -1.3689, 0.3878], [1.3935, 1.1864, -0.1429], [-0.0232, 0.2079, -0.0249], [-0.1530, 0.0023, -0.1754], [-0.1858, -0.1069, 0.1845], [0.0183, 0.3270, 0.0629], [0.4555, 0.3633, 0.0198], [0.0857, 0.1138, 0.1361], [-0.3416, -0.3591, -0.0901], [0.1221, 0.0334, 0.4701], [-0.0744, 0.4559, 0.3886], [-0.1259, -0.1733, -0.5143], [0.2849, 0.3942, 0.2315], [0.2140, 0.0897, 0.1074], [-0.1420, -0.1092, -0.2982], [-0.5833, 0.1381, 0.0536], [0.3989, 0.0005, 0.1637], [0.0020, -0.5608, 0.0776], [-0.2704, -0.3222, -0.3057], [0.3813, 0.1712, -0.1679]],
  "smiles": "CC[PH](O)(CC(=O)I)/C(Cl)=C(\\C)Cl",
  "energy_ev": -53981.7043
}

{
  "formula": "C7H12ClN2",
  "method": "ωB97M-V with the def2-TZVPD basis set",
  "species": ["C", "C", "C", "C", "C", "C", "C", "N", "N", "Cl", "H", "H", "H", "H", "H", "H", "H", "H", "H", "H", "H", "H"],
  "positions_angstrom": [[-2.02447, 0.32834, -0.87632], [1.49867, -0.57841, -0.20670], [-0.69824, -1.65489, -0.26908], [-3.15636, 0.88593, -0.29144], [2.23180, -0.29668, -1.49658], [-3.79421, 0.28015, 0.88419], [3.34242, 0.59406, 1.00108], [-1.57129, -0.87442, -0.45815], [2.00472, -0.05142, 0.79468], [-0.36520, -3.17427, -0.05739], [-1.72526, 0.65327, -1.86745], [-3.53267, 1.91397, -0.54165], [2.79935, 0.59390, -1.27990], [1.47127, -0.17977, -2.28504], [2.85984, -1.19978, -1.78476], [-3.96771, -0.75573, 0.75904], [-4.62596, 0.92922, 1.14750], [-3.00089, 0.37275, 1.68207], [3.98298, 0.55908, 0.22772], [2.99722, 1.65044, 1.29669], [3.79604, 0.01596, 1.92420], [1.47794, -0.01172, 1.69729]],
  "atomic_forces_ev_per_a": [[-3.3782, 2.3084, -0.2101], [-2.1698, -1.3133, -3.1717], [-0.1892, 3.8544, -0.2568], [2.2123, 0.1596, -1.0991], [-0.4692, -1.8815, 0.1397], [1.4553, 1.6600, 1.1915], [-2.9344, 0.5181, 5.3519], [1.0284, -1.7633, 0.2015], [0.9916, 0.9617, 3.9079], [0.6365, -2.6426, 0.4096], [0.5874, 0.1374, 0.3024], [0.6969, -1.2886, -0.4288], [0.4017, 0.2320, -0.9788], [0.5283, 0.1888, 0.1928], [-0.5043, 1.2255, 0.3058], [-0.6807, -1.0069, -0.0555], [-0.2935, -0.7271, 0.3462], [-1.0016, -0.1473, -0.2528], [1.9255, -0.1143, -2.6804], [1.3940, -1.3512, -0.3368], [-0.7628, 1.4573, -1.8257], [0.5259, -0.4671, -1.0531]],
  "charge": 1,
  "energy_ev": -22944.5860
}

{
  "formula": "C7H12F3N2O2",
  "method": "ωB97M-V with the def2-TZVPD basis set",
  "species": ["C", "C", "C", "C", "C", "C", "C", "N", "N", "O", "O", "F", "F", "F", "H", "H", "H", "H", "H", "H", "H", "H", "H", "H", "H", "H"],
  "positions_angstrom": [[3.28377, 0.45248, -0.97761], [2.31163, 0.06161, 1.07015], [1.29696, -0.16160, -0.01586], [-1.09520, 2.01768, 0.43976], [-3.64768, -0.90182, -1.02709], [-2.48648, 0.15763, 0.73597], [0.68629, -1.54670, 0.13656], [3.52318, 0.36356, 0.36829], [2.03290, 0.06339, -1.18056], [-1.96013, 0.95873, -0.07546], [-3.29368, -0.70867, 0.40004], [-0.10258, -1.59743, 1.22644], [-0.30734, -1.85939, -0.80812], [1.55706, -2.48505, 0.20514], [4.03035, 0.79460, -1.69018], [1.90449, 0.80616, 1.70259], [2.28732, -0.93059, 1.73260], [-0.03512, 1.53066, 0.44500], [-1.70838, 2.30750, 1.35843], [-1.22327, 2.87950, -0.39564], [-2.70688, -0.74543, -1.66159], [-4.47614, -0.29346, -1.45416], [-3.74750, -2.00242, -1.13845], [-2.24739, 0.26044, 1.79913], [4.40808, 0.51187, 0.91176], [1.71575, 0.06675, -2.10714]],
  "atomic_forces_ev_per_a": [[-0.5229, -0.9858, 2.0730], [-1.4847, -3.0866, 1.7293], [-1.9460, -0.8109, 0.2373], [-0.5649, 1.7803, -0.9640], [2.1877, -1.1746, -2.0030], [1.4521, 1.5644, 0.9232], [-2.4190, 2.7571, -1.4028], [1.6203, 0.7787, 0.1857], [2.8191, 0.7038, -0.9061], [-0.3332, -0.5311, -1.1376], [-1.8906, -1.3306, -1.1597], [0.3695, 0.1728, 1.6409], [1.4703, 0.0953, -0.6792], [1.1021, -2.3774, -0.1448], [-0.4632, -0.1875, -0.0004], [0.5979, 1.2896, 1.0455], [0.9318, 1.9727, -0.9861], [-1.5386, 0.8406, 0.3333], [1.8902, 0.2105, -0.7994], [0.5378, -2.0453, 2.1811], [-1.2527, 0.3207, 1.0799], [0.4867, -0.3835, 1.1562], [-0.7159, 0.8751, 0.4281], [-0.1553, -0.3013, -0.0932], [-1.2418, -0.0826, -1.5095], [-0.9366, -0.0645, -1.2276]],
  "charge": 1,
  "energy_ev": -22670.6146
}

{
  "formula": "C7H12FI",
  "method": "ωB97M-V with the def2-TZVPD basis set",
  "species": ["C", "C", "C", "C", "C", "C", "C", "F", "I", "H", "H", "H", "H", "H", "H", "H", "H", "H", "H", "H", "H"],
  "positions_angstrom": [[1.83348, -0.71902, 2.52727], [1.33014, -1.31567, 1.45678], [-1.43419, 1.33903, -1.46038], [1.15042, 1.14864, -1.16444], [-1.51980, -1.26679, 0.45163], [-0.20226, 0.39979, -1.10761], [-0.50026, -0.15039, 0.26816], [-0.61562, 0.85496, 1.08229], [1.88506, -3.08444, 0.24267], [2.39567, -1.14523, 3.36860], [1.74236, 0.38051, 2.76397], [-1.44107, 1.54235, -2.46712], [-1.48793, 2.30465, -0.95753], [-2.35267, 0.83097, -1.27611], [1.61617, 1.02973, -0.15633], [1.86705, 0.63777, -1.84572], [1.03314, 2.17132, -1.41632], [-1.17842, -1.81418, 1.34170], [-2.52237, -0.88862, 0.68756], [-1.50404, -2.00601, -0.39194], [-0.09485, -0.24935, -1.94714]],
  "atomic_forces_ev_per_a": [[0.2581, 0.3324, 0.6688], [-1.1658, 1.5943, -2.2781], [0.8886, -0.5943, 1.8980], [0.8111, -1.5502, 1.3629], [0.8732, -0.4823, 0.3642], [0.0952, 1.7895, -0.1874], [1.4182, -2.8186, -0.8651], [-0.3241, 1.0232, 1.5591], [-0.3913, 0.9975, 1.3855], [0.2081, -0.5092, -0.7369], [-0.8171, -1.1030, -0.7192], [0.2682, 0.4374, -2.5347], [0.3966, -0.1894, 0.3651], [-0.7884, -0.4928, 0.3156], [-0.1740, 0.5150, -0.7161], [-0.6194, 0.4841, 0.2356], [0.0676, 0.9817, -0.2440], [-0.3872, 0.0203, -0.2128], [0.1356, 0.0531, -0.4089], [-0.1048, 0.9722, 0.6421], [-0.6486, -1.4609, 0.1064]],
  "energy_ev": -18267.0668
}